Model A:
Density functional theory data (the ωB97M-V functional and the def2-TZVPD basis) for an isolated molecule of C3H5N3S.

## Properties
* lowest unoccupied orbital energy: -0.28 eV

```
12
Properties=species:S:1:pos:R:3:lowdin_charge:R:1
C -0.05 -0.39 1.69 -0.2034
H -0.97 -1.48 -1.50 0.0714
H 0.93 1.91 -2.56 -0.0736
N 0.82 0.57 1.63 -0.0436
C -0.44 -1.19 -0.60 -0.0780
N 0.58 2.12 -1.68 -0.3138
H -2.00 -1.02 0.73 0.1275
C -0.88 -0.89 0.66 -0.1587
S 0.97 0.89 -0.88 0.9370
H 0.60 -1.24 -0.77 -0.0176
N 0.76 1.30 0.58 -0.3409
H -0.31 -0.60 2.70 0.0938
```

---

Model B:
Density functional theory data (the ωB97M-V functional and the def2-TZVPD basis) for an isolated molecule of C3H5N3S.

## Properties
* lowest unoccupied orbital energy: -0.34 eV
* SMILES: Cc1nc(=S)[nH][nH]1

```
12
Properties=species:S:1:pos:R:3:lowdin_charge:R:1
C -1.71 -0.14 0.08 -0.9773
H 2.16 -0.09 1.00 0.1788
C 1.60 -0.83 0.08 -0.0632
H 2.36 -0.94 -0.86 0.1371
N 0.04 1.11 -0.14 0.0034
S -3.29 -0.50 0.00 0.6059
N -0.69 -1.03 -0.14 0.1257
H -1.96 1.70 -0.71 0.2263
N -1.26 1.15 0.07 -0.0706
H 1.70 -1.87 0.34 0.0674
C 0.38 -0.28 -0.24 -0.4093
H 0.66 1.70 0.50 0.1758
```

---

Stability ranking, top entry: model B; the second entry is 207.7 kJ/mol less favorable.

---

Model A:
Density functional theory data (the ωB97M-V functional and the def2-TZVPD basis) for the ion C5H11NO with charge +1.

## Properties
* lowest unoccupied orbital energy (spin up / spin down): -4.02 / -7.41 eV
* spin multiplicity: 2
* total charge: +1

```
18
Properties=species:S:1:pos:R:3:lowdin_charge:R:1
C -0.11 -1.63 -0.19 0.0234
C 0.20 0.82 -0.21 -0.2785
H 0.07 0.36 -2.27 0.0959
H -2.50 0.38 0.72 0.1340
H -0.85 -2.37 0.10 0.1067
H 0.79 -1.79 0.42 0.1263
H -1.25 0.54 1.84 0.1107
N -0.71 -0.29 -0.02 -0.0654
H 2.30 0.55 0.52 0.1583
C 0.81 0.82 -1.62 -0.0125
C -1.63 -0.18 1.11 0.0287
O 1.01 0.94 2.06 0.1650
H -1.85 -1.15 1.51 0.1050
H 1.79 0.36 -1.64 0.0899
H 0.79 1.84 -1.99 0.0986
C 1.28 0.72 0.94 -0.1593
H -0.30 1.78 -0.03 0.1655
H 0.16 -1.70 -1.24 0.1079
```

---

Model B:
Density functional theory data (the ωB97M-V functional and the def2-TZVPD basis) for a cluster of 2 separate species, C5H11NO in total.

## Properties
* lowest unoccupied orbital energy (spin up / spin down): -5.07 / -6.94 eV
* spin multiplicity: 2
* total charge: +1

```
18
Properties=species:S:1:pos:R:3:lowdin_charge:R:1
C -0.90 1.68 -1.36 -0.0355
H 1.81 -0.59 -0.16 0.1385
H -0.48 -2.33 -1.18 0.0072
C 1.27 -0.48 2.46 0.1350
C 0.11 0.42 0.52 -0.2980
H 1.38 -1.32 3.14 0.0961
H 2.22 -0.23 1.97 0.0871
H -1.69 2.40 -1.54 0.0925
H -1.19 2.06 0.87 0.1301
H -0.87 -3.44 -2.13 0.0566
C -0.80 1.41 0.10 0.0532
H -0.01 2.22 -1.67 0.1168
H -1.11 0.75 -1.89 0.0964
C 0.20 0.19 1.95 -0.0513
H -0.59 0.54 2.59 0.1280
O -0.77 -2.48 -2.09 -0.0533
N 0.87 -0.28 -0.33 0.1955
H 0.54 -0.49 -1.25 0.1053
```

---

Model C:
Density functional theory data (the ωB97M-V functional and the def2-TZVPD basis) for a cluster of 2 separate species, C5H11NO in total.

## Properties
* lowest unoccupied orbital energy (spin up / spin down): -4.21 / -7.13 eV
* spin multiplicity: 2
* total charge: +1

```
18
Properties=species:S:1:pos:R:3:lowdin_charge:R:1
H -0.02 2.53 -2.47 0.0871
H 1.65 -2.19 1.98 0.1140
H -0.77 2.72 1.68 0.0573
N 0.92 -0.81 0.34 0.0862
H -2.08 -0.73 -1.41 0.1267
H 1.50 0.89 -1.53 0.1384
C -1.27 -0.82 -0.67 0.2182
C 0.92 -2.03 1.17 -0.0181
H 1.05 -2.95 0.59 0.1147
O -0.10 2.02 1.64 -0.0492
C -0.38 1.77 -1.79 0.0806
C -0.09 -0.20 -0.36 -0.2998
H 1.86 -0.55 0.01 0.1698
C 0.41 0.87 -1.24 -0.1222
H -1.49 -1.56 0.13 0.0940
H -1.43 1.84 -1.55 0.0850
H -0.04 -2.04 1.68 0.0848
H -0.64 1.23 1.78 0.0326
```

---

Model D:
Density functional theory data (the ωB97M-V functional and the def2-TZVPD basis) for the ion C5H11NO with charge +1.

## Properties
* lowest unoccupied orbital energy (spin up / spin down): -4.06 / -9.00 eV
* spin multiplicity: 2
* total charge: +1

```
18
Properties=species:S:1:pos:R:3:lowdin_charge:R:1
H -0.69 -0.64 1.68 0.1616
C 0.09 0.87 2.87 -0.0474
H 0.19 2.01 3.10 0.1234
H 1.11 0.56 2.69 0.0883
H -0.64 -1.31 -2.77 0.1059
H -1.72 1.04 1.68 0.1993
H 1.04 -1.56 -2.35 0.0836
C -0.27 -1.23 -0.79 -0.1922
C 0.15 0.19 -0.74 -0.3342
C -0.70 0.51 1.57 -0.2141
H -0.59 0.52 3.64 0.0869
C 0.04 -1.81 -2.10 -0.0813
H -1.32 -1.30 -0.50 0.1328
H 0.31 -1.96 0.01 0.2043
H 0.58 1.73 0.60 0.2027
O 0.84 0.71 -1.65 0.1979
H -0.12 -2.81 -2.25 0.0689
N -0.10 0.98 0.40 0.2134
```

---

Stability ranking, top entry: model A; the second entry is 48.9 kJ/mol less favorable.

---

Model A:
Density functional theory data (the ωB97M-V functional and the def2-TZVPD basis) for the ion C5H11NO with charge +1.

## Properties
* lowest unoccupied orbital energy (spin up / spin down): -3.86 / -8.90 eV
* spin multiplicity: 2
* total charge: +1

```
18
Properties=species:S:1:pos:R:3:lowdin_charge:R:1
H 2.76 -0.34 -0.70 0.1312
C 0.42 -0.44 0.82 -0.3020
H 0.75 1.78 0.00 0.1356
H -2.68 1.62 0.50 0.0667
H -0.45 1.41 1.35 0.1556
H -3.17 1.10 -1.17 0.1228
H -2.15 2.51 -1.01 0.1012
H 1.39 -0.05 -1.95 0.1038
H 1.53 -2.21 0.13 0.1899
H -1.50 -0.34 -0.35 0.1251
C 0.04 1.03 0.38 -0.0581
H 2.32 -1.47 -2.01 0.1558
H -0.69 0.54 -1.59 0.0788
N 1.07 -1.34 -0.22 0.1925
C -1.08 0.65 -0.63 -0.2626
C -2.31 1.52 -0.49 -0.0922
C 1.89 -0.71 -1.23 -0.0376
O 0.08 -0.93 1.90 0.1935
```

---

Model B:
Density functional theory data (the ωB97M-V functional and the def2-TZVPD basis) for the ion C5H11NO with charge +1.

## Properties
* lowest unoccupied orbital energy (spin up / spin down): -3.89 / -9.08 eV
* spin multiplicity: 2
* total charge: +1

```
18
Properties=species:S:1:pos:R:3:lowdin_charge:R:1
C 0.27 0.53 2.19 -0.1758
H 1.18 1.73 -0.02 0.1403
H 0.29 0.82 -2.08 0.1326
O -0.11 1.66 2.09 0.1857
C -0.37 -1.16 -1.34 -0.2747
N 0.94 -0.08 1.09 0.2012
H 0.97 -1.09 1.00 0.1724
H -2.48 -0.99 -1.75 0.0898
H -0.85 0.89 -0.74 0.1283
H 0.15 -0.01 3.14 0.1626
H 0.53 -1.61 -1.78 0.1287
C 1.13 0.65 -0.11 -0.1291
C -0.01 0.32 -1.16 -0.1096
H -0.54 -1.56 -0.33 0.0985
H -1.48 -1.22 -3.20 0.0908
H -1.79 -2.54 -2.05 0.0899
C -1.59 -1.48 -2.14 -0.0959
H 2.13 0.42 -0.51 0.1644
```

---

Model C:
Density functional theory data (the ωB97M-V functional and the def2-TZVPD basis) for a cluster of 2 separate species, C5H11NO in total.

## Properties
* lowest unoccupied orbital energy (spin up / spin down): -4.18 / -7.20 eV
* spin multiplicity: 2
* total charge: +1

```
18
Properties=species:S:1:pos:R:3:lowdin_charge:R:1
N -1.24 -1.04 0.09 -0.0035
C -0.03 -0.74 -0.40 -0.0568
H 4.18 0.75 -0.40 0.0878
H 3.05 1.74 0.69 0.0906
O -2.43 1.32 -1.08 -0.0363
H -1.64 -1.79 -0.45 0.1746
H -1.28 -1.60 2.13 0.1173
C 3.18 0.96 -0.05 0.1331
H -2.66 -0.88 1.52 0.0970
H -1.65 1.86 -1.21 0.0434
H 2.56 -0.91 -0.76 0.1242
C 0.91 0.06 0.24 0.0038
H 0.74 0.38 1.26 0.1255
H -1.30 0.22 1.76 0.0997
C 2.24 0.01 -0.28 -0.1318
H 0.16 -1.18 -1.37 0.1583
H -2.18 0.54 -0.58 -0.0241
C -1.60 -0.78 1.49 -0.0028
```

---

Model D:
Density functional theory data (the ωB97M-V functional and the def2-TZVPD basis) for a cluster of 2 separate species, C5H11NO in total.

## Properties
* lowest unoccupied orbital energy (spin up / spin down): -5.86 / -5.90 eV
* spin multiplicity: 2
* total charge: +1

```
18
Properties=species:S:1:pos:R:3:lowdin_charge:R:1
N 0.90 -0.22 -0.47 0.0592
H 0.33 3.25 1.35 0.0925
H 1.46 1.07 -3.17 0.1033
H 1.38 1.65 1.28 0.0901
H 2.70 -1.19 -0.24 0.1125
O -4.51 -3.12 4.44 -0.0608
C 0.47 0.89 -1.14 -0.2392
H -0.14 0.35 -3.15 0.0995
H -5.38 -2.83 4.16 0.0341
C 0.73 2.40 0.81 0.1241
C 0.59 0.86 -2.56 0.1670
H 2.49 -0.39 -1.81 0.0888
H 1.74 -2.00 -1.46 0.0983
C 1.99 -1.02 -1.08 -0.0166
H 0.29 -0.77 0.11 0.1768
H -4.07 -3.12 3.58 0.0267
C 0.05 2.02 -0.31 -0.0850
H -1.02 2.17 -0.35 0.1287
```

---

Stability ranking, top entry: model C; the second entry is 16.9 kJ/mol less favorable.

---

Model A:
Density functional theory data (the ωB97M-V functional and the def2-TZVPD basis) for an isolated molecule of C4H6S2.

## Properties
* lowest unoccupied orbital energy: 0.74 eV
* SMILES: CC1=CSCS1

```
12
Properties=species:S:1:pos:R:3:lowdin_charge:R:1
H 0.23 -1.88 1.90 0.0880
S 0.32 0.49 -2.23 0.7823
H 2.05 -0.51 -0.71 0.0767
H 1.62 -0.75 1.85 0.0712
C -1.26 1.05 -1.52 -0.6969
C 0.16 -0.30 0.39 -0.7433
H 0.08 -0.25 2.57 0.0858
H -1.19 2.14 -1.39 0.0307
S -1.48 0.24 0.16 0.8665
C 0.54 -0.83 1.73 -0.1255
C 1.00 -0.20 -0.66 -0.4215
H -2.07 0.79 -2.09 -0.0141
```

---

Model B:
Density functional theory data (the ωB97M-V functional and the def2-TZVPD basis) for an isolated molecule of C4H6S2.

## Properties
* lowest unoccupied orbital energy: -0.81 eV
* SMILES: C[C@H]1C(=S)[C@@H]1S

```
12
Properties=species:S:1:pos:R:3:lowdin_charge:R:1
C -0.87 1.28 0.05 -0.4984
H 0.82 0.50 1.28 0.1239
H 1.98 -0.39 -0.88 0.0735
C 0.49 0.55 0.29 -0.3281
H 0.44 -0.65 -1.52 0.0868
S -1.95 1.82 1.52 0.7213
C 0.46 1.91 -0.19 -0.6880
C 0.98 -0.57 -0.58 -0.0482
S 1.38 3.32 -0.64 0.6000
H -1.28 1.12 -0.88 0.0757
H 0.99 -1.57 -0.20 0.0680
H -2.39 3.02 1.24 -0.1864
```

---

Stability ranking, top entry: model A; the second entry is 202.4 kJ/mol less favorable.